A single C4H8O3S molecule in a non-equilibrium geometry, computed with ωB97M-V/def2-TZVPD.

Positions of all 16 atoms, in Å:
C1 -1.50 -0.45 -0.75
C2 -2.17 -1.34 0.18
C3 -0.54 0.57 -0.06
C4 2.16 -0.28 -0.89
O1 1.09 -1.49 1.09
O2 1.39 0.96 1.52
O3 -0.81 1.63 0.64
S1 1.10 -0.11 0.60
H1 -0.74 -0.99 -1.34
H2 -2.30 0.02 -1.39
H3 -2.84 -0.79 0.79
H4 -1.86 -2.16 0.75
H5 3.26 -0.24 -0.70
H6 1.92 -1.32 -1.28
H7 1.89 0.44 -1.57
H8 -0.13 1.89 1.33

The calculation puts the energy at -780.93763 Eh. The total charge is 0. The value obtained for the LUMO energy (spin up / spin down) is 0.1 / 0.2 eV. For the max |F|, the calculation gives 0.0612 Eh/bohr. The calculation puts the gap between HOMO and LUMO (spin up / spin down) at 7.91 / 8.74 eV. The energy above the lowest of the compared OMol25 structures with the same formula, charge and spin comes out at 122.75 kcal per mole. For the molar mass, the calculation gives 136.17 g/mol.